C12H44N12O10 | ωB97M-V with the def2-TZVPD basis set

- SMILES: NC(N)=O.NC(N)=O.NC(N)=O.NC(N)=O.NC(N)=O.NC(N)=O.CCO.CCO.CO.CO
- ΔE to the lowest compared entry with this formula, charge and spin: 955.5 kJ/mol
- Frontier orbital gap: 0.28731 hartree
- Molar mass: 516.6 g mol⁻¹

Each line ends with the Mulliken charge.
Geometry (Å):
N  -2.53088  0.15401  -2.52403  -0.49
C  -3.56588  0.81601  -2.06303  0.48
N  -3.86888  0.49701  -0.82103  -0.13
O  -4.34388  1.74901  -2.70303  -0.75
H  -2.09688  0.47501  -3.43303  0.24
H  -1.99488  -0.52899  -2.11903  0.14
H  -4.44888  1.21001  -0.28203  0.28
H  -3.05888  0.35101  -0.15703  -0.09
N  2.10612  3.22201  0.46297  -0.13
C  1.37112  3.18601  1.50897  0.30
N  2.01612  3.21301  2.59597  -0.25
O  -0.01888  3.29201  1.52797  -0.69
H  1.50612  3.23401  -0.34903  0.09
H  3.10912  2.99101  0.44297  0.26
H  1.48212  3.22101  3.48497  0.26
H  3.02212  3.19001  2.60697  0.20
N  0.55412  3.93601  -1.77803  -0.46
C  0.13812  2.80901  -2.31403  0.45
N  -0.95388  2.35801  -1.75803  0.07
O  0.75412  2.06801  -3.33103  -0.79
H  1.36712  4.38401  -2.26303  0.29
H  -0.05388  4.57801  -1.22903  0.26
H  -1.43588  1.55601  -2.06803  -0.30
H  -1.43788  2.98101  -1.05603  0.22
N  -0.61788  1.23301  5.58997  -0.47
C  -0.99188  0.73901  4.41197  0.37
N  -1.61488  1.64101  3.76997  -0.17
O  -0.76288  -0.55399  3.87397  -0.76
H  -0.07688  0.57601  6.12597  0.27
H  -0.96088  1.99101  6.20797  0.20
H  -1.86688  1.34401  2.80097  0.10
H  -1.61488  2.62401  4.09997  0.23
N  -0.30288  -1.14199  1.33497  0.01
C  -0.70488  -0.09299  0.70397  -0.16
N  -0.10388  0.17001  -0.34703  2.93
O  -1.85688  0.62401  1.05197  -1.02
H  -0.55388  -1.05899  2.34897  0.61
H  0.62412  -1.50199  1.28097  0.26
H  -0.20488  1.15101  -0.62503  -0.87
H  0.69512  -0.44899  -0.74303  -0.70
N  0.71012  -0.46899  -4.09403  0.17
C  0.87012  -0.96499  -5.28403  0.43
N  1.64212  -1.98299  -5.30503  -0.33
O  0.34712  -0.34499  -6.44503  -0.74
H  0.64112  0.55601  -3.92903  0.19
H  1.04012  -1.01999  -3.25803  -0.11
H  1.95412  -2.24299  -6.29203  0.28
H  2.27612  -2.37999  -4.59803  0.18
C  0.31512  -3.80899  -1.47903  -0.41
C  -0.92888  -3.97399  -0.57103  -0.40
O  -1.50288  -2.75999  -0.38903  -0.54
H  1.21512  -3.56099  -0.86503  -0.02
H  0.26412  -3.03799  -2.21403  0.00
H  0.56112  -4.74199  -2.02503  0.41
H  -0.65588  -4.30399  0.42597  0.30
H  -1.62888  -4.71099  -0.94203  0.37
H  -1.02088  -2.25999  0.28497  0.13
C  2.74712  0.03501  2.00097  -0.37
C  2.47312  -1.37999  2.56297  -0.84
O  2.24412  -2.32199  1.53197  -0.56
H  3.56612  -0.00699  1.30997  0.35
H  2.87812  0.78401  2.72197  0.54
H  1.90512  0.35201  1.39897  -0.05
H  1.59312  -1.44099  3.22797  0.28
H  3.31112  -1.71099  3.10697  0.52
H  3.01212  -2.41599  0.96397  0.29
C  -3.65488  -1.72899  2.47097  -0.02
O  -4.67288  -1.17299  1.63097  -0.52
H  -3.89788  -2.73499  2.86197  0.36
H  -3.50988  -1.04699  3.27997  0.08
H  -2.77588  -1.91499  1.83997  -0.16
H  -4.62088  -1.71899  0.83197  0.31
C  2.84412  0.05001  -1.52303  -0.76
O  2.00412  -1.11399  -1.51603  -0.61
H  3.55912  -0.00799  -0.71203  0.32
H  2.27112  1.01801  -1.42803  0.13
H  3.40312  0.14901  -2.46603  0.32
H  2.52012  -1.89999  -1.38603  0.16

=====

C21H29GaN3O7S | ωB97M-V with the def2-TZVPD basis set

- Total charge: -1
- Frontier orbital gap: 0.20404 hartree
- Molar mass: 537.3 g mol⁻¹

Each line ends with the Mulliken charge.
Geometry (Å):
C  3.18234  2.09299  0.40916  -1.24
C  2.37536  1.76527  -0.85691  -0.31
C  1.71094  0.38624  -0.78182  -0.78
N  1.35757  -0.13708  -2.10374  -0.21
Ga  -0.51520  -0.68160  -2.11823  -0.36
S  -0.85255  -1.87878  -4.08264  -0.49
C  -0.88190  -1.83571  -0.48973  -0.41
C  -2.34132  -2.22875  -0.26338  -0.96
C  -1.61384  1.05275  -2.23708  -0.59
C  -2.54315  1.30530  -1.12506  0.44
O  -2.33368  1.16405  0.07379  -0.58
O  -3.78822  1.79386  -1.54668  -0.36
C  -4.65482  2.04344  -0.50153  0.75
C  -5.40443  0.84243  -0.02076  -0.35
O  -4.81873  3.17363  -0.06667  -0.61
H  4.15326  2.52488  0.18707  0.31
H  3.36323  1.18420  0.97556  0.34
H  2.65747  2.78217  1.06005  0.32
H  2.98073  1.84389  -1.74605  0.28
H  1.57399  2.49213  -0.93879  0.28
H  2.36205  -0.29449  -0.23335  0.46
H  0.81522  0.50177  -0.16736  0.28
H  1.86516  -1.00207  -2.22863  0.23
H  -2.11520  -2.30594  -3.94981  0.01
H  -0.33937  -2.76433  -0.66665  0.47
H  -0.44511  -1.41631  0.40946  0.32
H  -2.94417  -1.40460  0.09818  0.00
H  -2.78420  -2.64906  -1.15992  0.24
H  -2.39881  -2.99953  0.50684  0.39
H  -2.19452  1.00168  -3.15147  0.36
H  -0.99237  1.93860  -2.32292  0.38
H  -4.75108  -0.01590  -0.05457  -0.08
H  -6.22098  0.63031  -0.70025  0.33
H  -5.75682  0.98284  0.98436  0.19
C  -4.31977  -0.57738  6.57559  -0.41
C  -4.72781  -1.90088  6.47265  -0.39
C  -5.03775  -2.43759  5.23390  -0.47
C  -4.93127  -1.63411  4.11493  0.04
C  -4.53071  -0.31402  4.19642  -0.18
C  -4.22415  0.21470  5.43966  -0.54
N  -5.23810  -2.19997  2.79233  1.01
O  -5.59317  -3.35889  2.74100  -0.62
O  -5.11042  -1.46472  1.84121  -0.55
H  -4.07221  -0.16317  7.54409  0.37
H  -4.80101  -2.51705  7.35805  0.36
H  -5.35434  -3.46558  5.14473  0.45
H  -4.45025  0.29442  3.30744  0.49
H  -3.90518  1.24426  5.51956  0.39
C  8.83940  1.20362  -2.79974  -0.40
C  7.88361  1.89555  -3.53106  -0.48
C  6.56986  1.45432  -3.55176  -0.30
C  6.23396  0.32365  -2.83352  0.02
C  7.17121  -0.38091  -2.10368  -0.30
C  8.48351  0.06498  -2.08983  -0.46
N  4.83252  -0.13558  -2.83875  1.06
O  4.04681  0.49550  -3.50026  -0.54
O  4.57144  -1.11323  -2.16663  -0.60
H  9.86339  1.55341  -2.78170  0.37
H  8.16045  2.78221  -4.08446  0.36
H  5.82002  1.98650  -4.11738  0.46
H  6.88503  -1.26322  -1.55177  0.45
H  9.22807  -0.47513  -1.52143  0.36

=====

C4H5InLiO2 | ωB97M-V with the def2-TZVPD basis set

- Total charge: +1
- ΔE to the lowest compared entry with this formula, charge and spin: 0.0 kJ/mol
- Frontier orbital gap: 0.31979 hartree
- Molar mass: 206.8 g mol⁻¹

Each line ends with the Mulliken charge.
Geometry (Å):
H  -2.09826  -1.21899  0.01791  0.26
C  -1.31039  -0.83360  -0.64691  0.52
C  -1.16916  0.50168  -0.78500  -0.99
O  -0.54461  -1.74916  -1.22831  -0.67
In  -0.88991  -3.59515  -1.53723  0.44
H  -1.86730  1.17348  -0.28530  0.23
H  -0.43445  0.92715  -1.47657  0.29
C  1.19321  1.55717  1.76341  -0.78
C  1.77593  0.67656  0.98720  0.79
O  2.13984  -0.11903  0.20161  -0.56
Li  1.20008  -1.15995  -1.20229  0.93
H  0.84114  1.23965  2.74533  0.27
H  1.16390  2.60020  1.44616  0.28

=====

How do the records compare in total energy? In the order shown, they have -51510.938; -104258.690; -13695.792 eV.
How do the records compare in E_LUMO? In the order shown, they have -0.49; 1.38; -4.16 eV.